Record 1
The following is a DFT calculation (ωB97M-V/def2-TZVPD) of C15H13F5N4O5RuSe as an isolated structure in a non-equilibrium geometry.

Kohn-Sham gap (alpha / beta)   8.762 / 6.550 eV
LUMO (alpha / beta)   -2.84 / -6.02 eV

Structure (ORCA input):
```
! wB97M-V def2-TZVPD RIJCOSX def2/J DEFGRID3
* xyz 1 6
Ru -0.0590 0.0295 0.3856
N -2.2481 -0.7447 0.7990
C -2.5306 -1.1032 2.2003
C -1.7249 -0.1917 3.1133
N -0.3054 -0.3067 2.7373
H -2.8267 0.0381 0.4933
H -2.4613 -1.5119 0.1641
H -2.2254 -2.1424 2.3480
H -3.5962 -1.0423 2.4359
H -1.8984 -0.4503 4.1646
H -2.0320 0.8497 2.9764
H 0.0130 -1.2573 2.9203
H 0.2947 0.3013 3.2886
C -2.2555 3.4570 0.3241
C -1.8539 2.7124 -0.8945
N -1.2078 1.5566 -0.9377
C -1.0431 1.2470 -2.2645
C -1.5976 2.2176 -3.0353
N -2.1198 3.1264 -2.1513
C -1.7290 2.4677 -4.4987
O -1.1254 1.6130 -5.3036
O -2.3277 3.4438 -4.8629
C -0.3343 0.0026 -2.6247
O -0.1878 -0.3035 -3.7931
O 0.0824 -0.6834 -1.6020
H -1.7211 3.0627 1.1907
H -3.3271 3.3715 0.5086
H -2.0153 4.5153 0.2378
H -2.5915 3.9679 -2.4587
H -0.6396 0.9130 -4.8005
F 4.5526 -4.2137 4.9192
C 3.8497 -3.7701 3.8889
C 3.5394 -2.4143 3.7942
F 3.9693 -1.5732 4.7276
C 2.7933 -1.9630 2.7200
F 2.5514 -0.6382 2.6536
C 2.3394 -2.8191 1.7125
Se 1.4052 -2.2790 0.1813
C 2.6928 -4.1711 1.8282
F 2.3131 -5.0388 0.9010
C 3.4263 -4.6534 2.9028
F 3.7294 -5.9383 2.9977
O 2.1669 2.2571 0.1212
C 1.4724 1.5570 0.6750
*
```

Atom charges from the natural (NBO) analysis, given in e for atoms 1 to 8: 1.11 -0.85 -0.24 -0.23 -0.85 0.39 0.41 0.21

Record 2
The following is a DFT calculation (ωB97M-V/def2-TZVPD) of C22H45N2P3ReSe as an isolated structure in a non-equilibrium geometry.

Kohn-Sham gap (alpha / beta)   6.617 / 5.075 eV
LUMO (alpha / beta)   -13.30 / -15.41 eV

Structure (ORCA input):
```
! wB97M-V def2-TZVPD RIJCOSX def2/J DEFGRID3
* xyz 4 4
Re 0.3627 0.5936 -0.1830
P -0.6554 -1.3906 0.4517
P 2.1601 -0.0346 1.3080
P -0.6491 0.7250 -2.2624
H 3.5543 2.8011 -0.8548
C 2.5689 2.9620 -1.3120
C 1.3895 2.4425 -0.8679
H 1.5933 1.6916 0.0540
C 0.0216 -3.0346 0.0075
C -0.9291 -1.5624 2.2689
C -2.3924 -1.6085 -0.1888
C 3.7278 0.8290 0.8700
C 1.7717 0.5346 3.0194
C 2.7782 -1.7489 1.6078
C 0.0750 1.8332 -3.5652
C -2.3299 1.4533 -2.1641
C -0.9049 -0.7488 -3.3308
H 2.5763 3.6733 -2.1457
H 0.4304 2.9670 -1.0351
H -0.6946 -3.8001 0.2855
H 0.9533 -3.2257 0.5133
H 0.2031 -3.1118 -1.0592
H -1.5693 -2.4354 2.4572
H -1.4255 -0.6825 2.6953
H 0.0193 -1.7062 2.7937
H -2.5218 -2.6210 -0.5964
H -2.6187 -0.8869 -0.9809
H -3.0958 -1.4700 0.6407
H 4.4783 0.6388 1.6532
H 3.5867 1.9097 0.7803
H 4.1036 0.4405 -0.0832
H 2.4816 0.0638 3.6980
H 0.7638 0.2406 3.2928
H 1.8488 1.6137 3.0946
H 3.5678 -1.7082 2.3755
H 3.2053 -2.1537 0.6835
H 1.9975 -2.4259 1.9714
H -0.6958 2.1413 -4.2937
H 0.9049 1.3366 -4.0856
H 0.4620 2.7492 -3.1111
H -2.7452 1.5715 -3.1740
H -2.3041 2.4386 -1.6887
H -3.0218 0.8247 -1.5904
H -1.5534 -0.4569 -4.1770
H -1.3809 -1.5885 -2.8107
H 0.0505 -1.1012 -3.7443
C 2.9490 -0.8062 -3.6266
C 3.5747 0.4617 -3.5517
C 4.4729 0.8516 -4.5473
C 4.6597 0.0663 -5.6848
C 4.0530 -1.1882 -5.7775
C 3.2717 -1.6608 -4.7242
Se 1.9873 -1.3693 -2.0411
H 1.9219 0.0078 -1.3640
H 3.3896 1.1072 -2.6705
H 5.0507 1.7862 -4.3484
H 5.2914 0.4221 -6.4805
H 4.1832 -1.8635 -6.6088
H 2.9285 -2.7012 -4.6906
C -3.9084 2.2827 3.0465
C -2.5888 2.4238 2.3785
C -1.6296 3.4080 2.4745
C -0.5182 3.0366 1.7181
N -0.8116 1.8594 1.0741
N -2.0866 1.5461 1.4920
C 0.7564 3.7533 1.6480
H -3.8681 1.7162 4.0025
H -4.2679 3.2898 3.3032
H -4.6637 1.8130 2.3969
H -1.7574 4.3121 3.0249
H -2.5876 0.7506 1.1200
H 0.7192 4.7079 2.1953
H 1.5976 3.1289 1.9972
H 0.9598 4.0123 0.6045
*
```

Atom charges from the Löwdin analysis, given in e for atoms 1 to 8: 0.71 0.66 0.73 0.68 0.09 0.07 -0.31 -0.06

Record 3
The following is a DFT calculation (ωB97M-V/def2-TZVPD) of a 9-piece molecular cluster, H18O9 overall in a non-equilibrium geometry.

Energy relative to the best compared isomer or geometry (same formula, charge and spin)   209.62 kJ/mol
Kohn-Sham gap   10.292 eV
Structure (SMILES)   O.O.O.O.O.O.O.O.O
LUMO   0.05 eV

Structure (ORCA input):
```
! wB97M-V def2-TZVPD RIJCOSX def2/J DEFGRID3
* xyz 0 1
O 0.2027 0.6820 2.0594
H 0.9027 0.0940 2.3604
H 0.5777 1.5300 2.1014
O -1.2373 0.6690 -1.8836
H -1.0313 0.3280 -2.7546
H -0.4383 0.5500 -1.3716
O -2.2953 1.9290 0.9724
H -1.4903 2.2320 0.6154
H -2.9563 2.3940 0.4904
O 0.2107 -2.5330 -2.2506
H 0.3267 -2.5830 -1.3026
H 0.8857 -1.9440 -2.5446
O -2.3583 -0.7090 0.7824
H -2.5133 -0.9880 -0.1046
H -2.2243 0.2260 0.8274
O 0.9087 -0.2050 -0.3586
H 0.6737 -1.0610 -0.0076
H 0.4617 0.3730 0.2814
O 0.0057 2.9580 -0.4046
H -0.0263 2.4810 -1.2526
H 0.5567 3.7310 -0.5846
O 3.2447 -0.8410 0.7704
H 2.3937 -0.6070 0.3644
H 3.4887 0.0870 0.8684
O 0.4627 -2.6970 0.4514
H 1.3097 -3.1040 0.6274
H -0.0403 -2.9930 1.2484
*
```

Atom charges from the natural (NBO) analysis, given in e for atoms 1 to 8: -0.93 0.48 0.47 -0.97 0.48 0.48 -0.94 0.49

Record 4
The following is a DFT calculation (ωB97M-V/def2-TZVPD) of a 2-piece molecular cluster, C11H19ClN4O4PS overall in a non-equilibrium geometry.

Kohn-Sham gap   7.031 eV
LUMO   -4.43 eV

Structure (ORCA input):
```
! wB97M-V def2-TZVPD RIJCOSX def2/J DEFGRID3
* xyz 1 1
O -4.0498 -1.9400 3.6605
P -4.0623 -2.2776 1.9401
Cl -3.7530 -4.4109 1.8401
C -2.5379 -1.3595 1.2469
C -2.3548 -0.2418 0.0618
N -0.8574 0.0177 0.0925
C -0.2365 -0.8611 1.1552
C 1.3024 -1.0442 1.6902
C 1.3480 -0.7658 3.3098
S 2.7197 -1.6978 4.2144
C 2.2812 -3.5190 4.0295
N 2.5012 -4.6065 5.0758
N 2.0843 -5.8647 4.6706
C 1.5647 -5.6789 3.2307
O 1.6807 -4.2237 2.8819
N -1.2170 -1.7498 1.8882
H -4.8038 -1.3284 3.9098
H -3.2137 0.1969 -0.6013
H -0.3410 0.6984 -0.5153
H 1.7373 -2.0915 1.3681
H 1.9723 -0.2260 1.1503
H 0.3527 -0.9989 3.8793
H 1.5639 0.3901 3.4631
H 1.1463 -6.5183 2.5249
H -1.0739 -2.4310 2.6686
C -0.2727 3.4923 -1.8481
O 0.5666 2.4993 -2.4303
C -0.0219 1.9057 -3.5926
C 0.5524 2.5088 -4.8788
O 0.1917 3.8879 -5.0123
C 1.2483 4.7612 -4.6300
H 0.3330 4.0885 -1.1581
H -0.7031 4.1612 -2.5971
H -1.0736 3.0085 -1.2826
H -1.1143 1.9971 -3.5669
H 0.2252 0.8396 -3.5656
H 0.1227 1.9820 -5.7372
H 1.6413 2.3859 -4.9212
H 1.9941 4.8047 -5.4300
H 1.7261 4.4480 -3.6995
H 0.8305 5.7616 -4.4855
*
```

Atom charges from the natural (NBO) analysis, given in e for atoms 1 to 8: -0.98 1.09 -0.26 -0.20 -0.02 -0.54 0.50 -0.49